ORCA calculation (wB97M-V/def2-TZVPD) on a structure of composition C12H23N2O2P2Ru in a non-equilibrium geometry.

Atoms and positions in Å:
1 H 3.2579 -2.9112 -0.5562
2 C -0.6879 2.2299 2.4883
3 H -3.4973 -0.3002 2.1948
4 N -2.7003 -2.2358 0.1137
5 H -2.4888 2.7365 0.3737
6 H -3.1525 1.1929 -0.0036
7 H -3.6109 1.2972 2.9472
8 H 2.3481 -3.6667 0.7691
9 H 3.3521 1.7090 0.5455
10 H -0.4738 1.9238 3.5182
11 H 0.9808 -3.5307 -2.2541
12 C -2.2045 1.7057 0.1699
13 C -1.4241 2.3447 -2.1642
14 C -1.7142 -1.6033 0.4276
15 P 1.0431 -1.9249 -0.4520
16 C 2.5120 -2.7273 0.2163
17 O 1.4598 -0.7865 2.7134
18 O 4.1287 1.9175 0.0017
19 C -1.3206 1.4939 -1.0401
20 H -0.6315 -2.9518 -1.8212
21 C 0.4152 0.2517 -1.9832
22 H 1.3501 -1.6144 -2.9193
23 H -0.5448 2.8205 -4.1364
24 P -1.5937 0.9201 1.6462
25 C -0.5320 2.1406 -3.2562
26 N -0.4594 0.4461 -0.9524
27 H -1.1931 3.2055 2.5125
28 H 4.6752 1.1155 -0.0538
29 C 0.3472 1.0549 -3.1164
30 C 1.3280 -0.9908 -2.0037
31 H 0.2760 2.3210 1.9778
32 C 0.3153 -3.3050 -1.4099
33 H 0.0173 -4.2339 -0.9017
34 C -2.9476 0.4846 2.6912
35 H 0.6090 -1.2867 2.6186
36 H 2.4421 -0.5863 -1.8886
37 H 1.1257 0.0140 3.3286
38 Ru -0.1538 -0.7217 0.9614
39 H -2.5903 0.0625 3.6191
40 H -2.2569 3.0468 -2.1747
41 H 1.2749 0.9698 -3.6894
42 H 2.9193 -2.0274 0.9423

## Properties
2S+1	6
E_LUMO (alpha / beta)	-7.39 / -10.51	eV
total charge	+2
⟨S²⟩	8.784